Below is a 2-piece molecular cluster, C26H23NO2 overall in a non-equilibrium geometry, with properties calculated with wB97M-V/def2-TZVPD.

Highest occupied orbital energy   -5.1 eV
Orbital gap   2.6 eV
LUMO level   -0.09119 Eh
Energy relative to the best compared isomer or geometry (same formula, charge and spin)   3.070 eV

Last column: Mulliken charge in e.
Element x y z (Å)
C  0.74  -0.21  -6.68  -0.35
C  1.17  0.53  -5.40  -0.71
C  0.19  0.03  -4.38  1.15
C  -0.62  -0.94  -5.00  -0.08
O  -0.30  -1.12  -6.34  -0.49
C  -1.60  -1.59  -4.25  -1.12
C  -1.80  -1.23  -2.94  -0.83
C  -1.04  -0.21  -2.32  0.82
C  -1.19  0.19  -0.97  -0.40
C  -2.18  -0.16  -0.01  0.56
C  -1.89  0.03  1.36  -0.96
C  -2.80  -0.35  2.32  1.08
C  -4.04  -0.91  1.96  -0.09
O  -4.81  -1.28  3.06  -0.50
C  -4.07  -0.94  4.24  -0.36
C  -2.72  -0.32  3.81  -0.60
C  -4.37  -1.03  0.61  -1.06
C  -3.47  -0.66  -0.35  -0.87
C  -0.01  0.40  -3.08  -0.92
H  0.34  0.48  -7.44  0.26
H  1.57  -0.77  -7.14  0.28
H  2.19  0.28  -5.09  0.25
H  1.12  1.62  -5.50  0.30
H  -2.16  -2.39  -4.71  0.45
H  -2.53  -1.78  -2.37  0.72
H  -0.41  0.83  -0.60  0.44
H  -0.95  0.43  1.66  0.83
H  -4.68  -0.25  4.83  0.27
H  -3.93  -1.86  4.83  0.28
H  -1.86  -0.90  4.16  0.27
H  -2.61  0.70  4.17  0.26
H  -5.34  -1.42  0.34  0.45
H  -3.77  -0.66  -1.38  0.76
H  0.62  1.14  -2.63  0.64
C  4.06  0.15  -0.11  -1.48
C  3.16  0.98  0.75  0.45
C  2.34  1.82  0.11  0.42
N  1.58  2.53  -0.46  -0.78
C  3.14  0.90  2.18  0.86
C  3.84  -0.08  2.92  -0.37
C  3.73  -0.14  4.29  -0.71
C  2.93  0.76  4.97  -0.50
C  2.25  1.74  4.27  -0.68
C  2.34  1.80  2.90  -0.51
H  4.59  -0.60  0.47  0.33
H  3.48  -0.36  -0.87  0.22
H  4.80  0.78  -0.61  0.29
H  4.46  -0.79  2.41  0.19
H  4.26  -0.90  4.84  0.38
H  2.84  0.70  6.04  0.39
H  1.64  2.45  4.80  0.39
H  1.81  2.56  2.35  0.41

Below is C26H24BrN4O2Re as an isolated structure in a non-equilibrium geometry, with properties calculated with wB97M-V/def2-TZVPD.

Highest occupied orbital energy (alpha / beta)   -15.7 / -15.7 eV
Total charge   +3
Orbital gap (alpha / beta)   6.1 / 4.3 eV
LUMO level (alpha / beta)   -0.35329 / -0.42108 Eh
Energy relative to the best compared isomer or geometry (same formula, charge and spin)   0.926 eV
Spin multiplicity   4
⟨S²⟩   3.774

Last column: Mulliken spin population.
Element x y z (Å)
Re  -0.07  0.29  -0.14  2.79
C  0.87  3.23  -0.70  0.01
C  2.09  2.87  0.15  0.04
C  2.78  1.60  -0.28  0.00
C  4.15  1.64  -0.53  0.00
C  4.81  0.50  -0.96  0.02
C  4.07  -0.65  -1.16  -0.01
C  2.72  -0.62  -0.90  0.01
N  2.08  0.46  -0.45  -0.02
N  -0.35  2.50  -0.27  -0.05
C  -0.79  3.01  1.06  0.02
C  -0.28  2.16  2.20  0.03
C  -0.21  2.59  3.51  -0.01
C  0.21  1.70  4.50  0.03
C  0.55  0.41  4.13  -0.01
C  0.48  0.05  2.80  0.03
N  0.07  0.90  1.86  0.00
C  -1.45  2.71  -1.24  -0.01
C  -2.56  1.73  -0.97  0.04
C  -3.89  1.99  -1.28  0.00
C  -4.85  1.01  -1.04  0.02
C  -4.44  -0.20  -0.48  -0.01
C  -3.10  -0.38  -0.19  0.01
N  -2.18  0.55  -0.43  -0.02
H  1.08  2.98  -1.74  -0.01
H  0.69  4.31  -0.63  0.00
H  1.83  2.79  1.21  0.00
H  2.81  3.68  0.08  0.00
H  4.69  2.56  -0.39  0.00
H  5.87  0.52  -1.16  0.00
H  4.52  -1.56  -1.52  0.00
H  2.14  -1.52  -1.07  0.00
H  -1.89  2.97  1.11  0.00
H  -0.50  4.05  1.20  0.00
H  -0.49  3.60  3.76  0.00
H  0.27  2.01  5.53  0.00
H  0.87  -0.31  4.87  0.00
H  0.75  -0.95  2.47  0.00
H  -1.08  2.54  -2.26  0.00
H  -1.82  3.74  -1.19  0.01
H  -4.17  2.93  -1.71  0.00
H  -5.89  1.19  -1.26  0.00
H  -5.15  -0.98  -0.27  0.00
H  -2.76  -1.30  0.26  0.01
Br  0.23  -6.46  -4.12  0.00
C  -0.02  -5.62  -2.43  0.00
C  -0.18  -6.42  -1.29  0.02
C  -0.36  -5.81  -0.05  -0.01
C  -0.36  -4.43  0.04  0.02
C  -0.21  -3.64  -1.11  0.01
C  -0.04  -4.22  -2.35  0.01
C  -0.18  -2.18  -0.91  0.01
O  -0.14  -1.75  0.30  0.03
O  -0.16  -1.29  -1.80  0.00
H  -0.17  -7.50  -1.37  0.00
H  -0.49  -6.41  0.83  0.00
H  -0.47  -3.95  1.01  0.00
H  0.07  -3.62  -3.24  0.00

Below is one molecule with the formula C26H24F2N4O4S in a non-equilibrium geometry, with properties calculated with wB97M-V/def2-TZVPD.

Highest occupied orbital energy   -7.7 eV
Orbital gap   7.0 eV
LUMO level   -0.02522 Eh

Last column: Mulliken charge in e.
Element x y z (Å)
C  3.85  5.24  -0.44  -1.53
C  2.96  4.05  -0.35  1.46
C  1.93  3.87  -1.26  -1.13
C  1.09  2.77  -1.19  -0.81
C  1.28  1.84  -0.19  -0.60
C  2.31  2.00  0.74  -0.52
C  3.15  3.10  0.66  1.07
C  4.25  3.26  1.67  -1.81
H  5.22  3.30  1.17  0.36
H  4.13  4.19  2.22  0.35
H  4.26  2.44  2.38  0.38
H  2.43  1.28  1.53  0.50
N  0.43  0.71  -0.09  0.42
C  0.84  -0.58  -0.03  0.22
C  2.11  -1.11  -0.14  -0.54
C  2.25  -2.49  -0.06  0.70
C  1.10  -3.28  0.14  -1.02
C  -0.14  -2.72  0.22  -0.20
N  -0.27  -1.37  0.12  0.12
C  -1.39  -0.58  0.15  -0.02
C  -0.96  0.76  0.02  -0.29
S  -1.82  2.18  0.02  -0.62
C  -2.74  -1.14  0.29  1.14
O  -2.93  -2.34  0.39  -0.80
N  -3.71  -0.19  0.29  0.29
C  -5.08  -0.35  0.38  0.43
C  -5.71  -1.59  0.50  -0.36
C  -7.08  -1.67  0.59  -0.64
C  -7.84  -0.51  0.56  0.58
C  -7.24  0.73  0.44  -0.52
C  -5.87  0.81  0.35  -0.72
H  -5.39  1.77  0.26  0.42
H  -7.85  1.62  0.41  0.39
O  -9.25  -0.60  0.68  -0.43
C  -9.93  -0.67  -0.46  0.41
F  -9.59  -1.75  -1.22  -0.26
F  -9.73  0.40  -1.27  -0.26
H  -11.01  -0.74  -0.24  0.18
H  -7.57  -2.63  0.67  0.38
H  -5.11  -2.48  0.52  0.48
H  -3.38  0.78  0.20  -0.46
H  -1.06  -3.27  0.35  0.51
H  1.22  -4.35  0.24  0.51
C  3.57  -3.19  -0.12  0.18
O  3.77  -4.24  0.46  -0.65
N  4.51  -2.58  -0.88  -0.12
H  4.29  -1.72  -1.35  0.21
C  5.85  -3.09  -1.00  -0.71
C  6.85  -2.27  -0.16  -0.41
O  8.16  -2.73  -0.30  -0.53
H  8.21  -3.63  0.02  0.32
H  6.53  -2.27  0.89  0.30
H  6.86  -1.23  -0.52  0.31
H  5.83  -4.12  -0.63  0.43
H  6.16  -3.09  -2.04  0.28
H  2.95  -0.45  -0.25  0.68
H  0.29  2.65  -1.90  0.58
H  1.78  4.60  -2.03  0.32
H  3.79  5.84  0.47  0.33
H  3.57  5.87  -1.28  0.38
H  4.89  4.94  -0.57  0.33